No. 1
Formula: C4H11NO3
Source: the Open Molecules 2025 dataset
Level of theory: ωB97M-V with the def2-TZVPD basis set

Element x y z (Å)
H  -1.56  1.09  -1.31
H  -0.24  -2.34  0.66
H  1.10  0.11  -1.67
H  1.29  1.38  2.74
H  2.55  1.17  1.15
H  -1.27  -1.11  0.80
H  -0.32  -1.43  -2.01
H  2.04  2.77  2.93
C  0.82  0.54  0.36
O  2.19  0.84  0.26
C  -0.97  -1.75  0.05
H  -1.69  -2.51  -0.31
N  0.60  -0.13  -0.83
C  -0.59  -0.94  -1.18
O  0.08  0.80  1.22
H  -2.59  -0.32  -1.26
O  2.16  1.82  2.77
H  -1.87  -0.04  -2.68
C  -1.73  0.06  -1.69

As for the energy above the lowest of the compared OMol25 structures with the same formula, charge and spin: 32.7 kcal per mole. As for the total charge: 0. As for the lowest unoccupied orbital energy: 0.784 eV. Its structure (SMILES) is CC(C)NC(=O)O.O.

No. 2
Formula: C5H13NO5Rb
Source: the Open Molecules 2025 dataset
Level of theory: ωB97M-V with the def2-TZVPD basis set

Element x y z (Å)
Rb  11.43  15.60  -3.59
H  13.98  15.77  -1.73
C  12.53  17.77  -1.13
H  10.31  21.06  -4.88
H  13.97  19.77  -1.26
O  10.66  20.24  -6.61
O  11.57  13.38  -1.87
H  12.16  13.51  -1.10
C  10.48  20.04  -5.22
H  11.99  18.71  -1.18
H  12.31  19.89  -3.97
H  11.13  18.75  -3.52
C  14.65  18.95  -0.98
N  13.98  17.81  -1.07
H  15.57  16.54  -1.33
H  12.24  17.20  -2.01
H  8.65  13.73  -4.33
H  14.42  16.07  -0.08
C  14.51  16.47  -1.09
O  15.87  19.06  -0.73
H  12.03  17.01  -0.52
C  11.60  19.18  -4.40
O  12.24  18.06  -5.03
H  9.50  19.57  -5.15
O  9.15  13.85  -3.51

As for the spin multiplicity: 2. As for the total charge: -2. As for the lowest unoccupied orbital energy (alpha / beta): 4.418 / 4.253 eV.

No. 3
Formula: C4H11BClF4ReTm
Source: the Open Molecules 2025 dataset
Level of theory: ωB97M-V with the def2-TZVPD basis set

Element x y z (Å)
F  2.17  2.21  2.87
H  -4.33  -1.87  1.00
H  2.73  -1.78  -1.14
H  -3.33  -1.09  2.28
H  2.28  -0.05  -1.18
H  -2.47  -2.60  -2.05
B  1.94  1.08  2.23
C  1.96  -1.04  -0.87
C  -2.45  -2.73  -0.95
Re  -1.96  -1.04  0.06
H  -2.83  1.25  -0.98
C  -2.49  0.22  -1.23
C  -3.63  -1.03  1.21
H  -3.41  -3.20  -0.66
Tm  1.54  -1.35  1.30
H  -4.17  -0.07  1.07
Cl  1.98  -3.71  1.62
H  -2.47  0.10  -2.33
F  1.36  -0.02  3.12
H  -1.68  -3.51  -0.77
H  1.00  -1.28  -1.37
F  0.96  1.06  1.18
F  3.07  0.36  1.65

As for the energy above the lowest of the compared OMol25 structures with the same formula, charge and spin: 0.0 kcal per mole. As for the spin multiplicity: 6. As for the total charge: 0. As for the lowest unoccupied orbital energy (alpha / beta): -0.872 / -2.056 eV.

No. 4
Formula: C12H13N5O2S
Source: the Open Molecules 2025 dataset
Level of theory: ωB97M-V with the def2-TZVPD basis set

Element x y z (Å)
H  4.71  -0.58  0.68
C  6.08  1.34  0.06
H  -3.98  2.93  0.81
N  -5.06  1.21  0.35
N  -6.29  1.02  -0.14
C  0.22  -1.56  -0.16
H  1.00  -3.19  0.96
H  2.00  1.17  -1.10
H  -5.62  2.80  1.51
H  -4.27  1.83  2.17
C  -4.27  0.24  -0.19
C  1.78  0.22  -0.65
C  -1.11  -2.20  -0.22
H  6.65  0.53  -0.37
C  4.62  1.20  -0.30
C  0.52  -0.32  -0.74
N  4.08  0.03  0.17
N  -5.03  -0.50  -0.98
H  6.45  2.29  -0.33
O  4.00  2.03  -0.92
N  -6.24  0.02  -0.91
H  -0.23  0.23  -1.28
S  -2.59  0.08  0.16
H  6.20  1.33  1.14
H  3.27  -2.24  1.15
C  2.79  -0.46  0.04
C  2.50  -1.70  0.62
C  -2.24  -1.41  -0.85
H  -3.15  -2.00  -0.85
C  1.24  -2.24  0.52
O  -1.31  -3.31  0.22
C  -4.71  2.26  1.27
H  -2.00  -1.09  -1.86

As for the energy above the lowest of the compared OMol25 structures with the same formula, charge and spin: 5.1 kcal per mole. As for the total charge: 0. As for the lowest unoccupied orbital energy: -0.116 eV. Its structure (SMILES) is CC(=O)Nc1ccc(C(=O)CSc2nnnn2C)cc1.

Which M belongs to each record? In order, 121.14; 252.63; 536.53; 291.34 g mol⁻¹.